# 1
The following is a DFT calculation (ωB97M-V/def2-TZVPD) of C8H22O13Zn2 as an isolated structure in a non-equilibrium geometry.

```
45
C8H22O13Zn2, DFT ωB97M-V/def2-TZVPD
Zn -14.63 -16.36 19.03
Zn -15.14 -17.82 14.57
C -12.56 -14.52 16.24
C -13.71 -15.55 16.09
O -14.45 -15.80 17.05
O -13.94 -16.10 14.97
H -11.96 -14.63 17.14
H -12.85 -13.47 16.26
H -12.00 -14.61 15.31
C -14.82 -20.48 21.41
C -14.13 -21.82 21.76
O -13.35 -22.32 20.91
O -14.44 -22.41 22.84
H -15.90 -20.45 21.61
H -14.59 -20.27 20.36
H -14.28 -19.68 21.91
C -16.11 -20.22 17.95
C -15.88 -18.75 17.59
O -15.63 -18.42 16.41
O -15.94 -17.95 18.53
H -16.66 -20.28 18.89
H -15.26 -20.90 18.06
H -16.74 -20.69 17.20
C -18.01 -22.66 20.33
C -18.84 -21.82 21.32
O -19.56 -22.37 22.17
O -18.75 -20.61 21.17
H -16.96 -22.36 20.38
H -18.55 -22.42 19.41
H -18.20 -23.73 20.34
O -17.20 -18.14 21.08
H -16.77 -18.14 20.23
H -16.53 -17.80 21.68
O -19.07 -18.90 17.03
H -18.63 -18.05 16.97
H -19.21 -19.17 16.12
O -14.72 -21.70 15.07
H -15.17 -21.43 15.88
H -15.03 -21.09 14.41
O -12.63 -21.67 18.49
H -12.95 -22.51 18.17
H -12.82 -21.69 19.43
O -13.14 -18.97 15.18
H -12.72 -18.63 15.98
H -12.69 -19.79 15.01
```

Its multiplicity is 1. Its HOMO-LUMO gap is 1.90 eV. Its energy relative to the best compared isomer or geometry (same formula, charge and spin) is 9.187 eV.

***

# 2
The following is a DFT calculation (ωB97M-V/def2-TZVPD) of C31H45N3O2P2Pt as an isolated structure.

```
84
C31H45N3O2P2Pt, DFT ωB97M-V/def2-TZVPD
Pt -0.02 -0.43 -0.29
C -2.97 -0.80 2.20
C -3.33 -1.22 0.78
C -4.84 -1.22 0.53
P -2.35 -0.26 -0.42
C -3.03 -0.40 -2.11
C -2.27 0.52 -3.06
C -2.99 -1.86 -2.57
C -2.44 1.51 0.04
C -3.61 2.18 0.31
C -3.61 3.48 0.84
C -4.89 4.19 1.14
C -2.38 4.08 1.13
C -1.19 3.44 0.83
C -1.21 2.17 0.23
N -0.04 1.49 -0.10
C 1.13 2.20 -0.35
C 1.11 3.52 -0.86
C 2.30 4.15 -1.16
C 3.53 3.51 -0.96
C 4.81 4.21 -1.28
C 3.53 2.19 -0.50
C 2.36 1.52 -0.22
P 2.25 -0.24 0.22
C 3.43 -1.22 -0.76
C 4.84 -1.37 -0.18
C 3.46 -0.75 -2.22
C 2.58 -0.39 2.03
C 3.74 0.51 2.47
C 1.33 -0.14 2.87
H -3.43 -1.49 2.91
H -3.36 0.20 2.42
H -1.90 -0.82 2.38
H -2.94 -2.24 0.61
H -5.28 -0.25 0.71
H -5.30 -1.92 1.23
H -5.10 -1.54 -0.48
H -4.07 -0.06 -2.03
H -1.22 0.21 -3.14
H -2.31 1.56 -2.76
H -2.71 0.45 -4.06
H -1.96 -2.19 -2.68
H -3.47 -1.94 -3.54
H -3.51 -2.53 -1.88
H -4.57 1.70 0.12
H -5.74 3.72 0.64
H -4.84 5.24 0.85
H -5.08 4.16 2.22
H -2.36 5.05 1.61
H -0.26 3.90 1.11
H 0.18 4.01 -1.08
H 2.28 5.14 -1.58
H 4.71 5.29 -1.19
H 5.10 4.00 -2.32
H 5.62 3.87 -0.64
H 4.48 1.68 -0.37
H 2.95 -2.21 -0.73
H 5.39 -0.43 -0.20
H 5.39 -2.08 -0.80
H 4.84 -1.75 0.84
H 4.02 0.18 -2.32
H 2.46 -0.62 -2.63
H 3.97 -1.50 -2.82
H 2.87 -1.44 2.13
H 3.44 1.56 2.44
H 4.64 0.39 1.87
H 3.99 0.27 3.51
H 0.96 0.88 2.72
H 1.59 -0.24 3.92
H 0.53 -0.85 2.64
C -0.24 -5.68 1.70
N -0.05 -4.72 0.61
C 0.26 -5.11 -0.65
C 0.47 -4.25 -1.68
C 0.33 -2.87 -1.37
O 0.44 -1.89 -2.15
N 0.05 -2.50 -0.10
C -0.18 -3.37 0.94
O -0.47 -3.01 2.06
H -0.19 -6.68 1.29
H -1.21 -5.52 2.16
H 0.54 -5.55 2.45
H 0.33 -6.19 -0.79
H 0.70 -4.59 -2.67
```

Its multiplicity is 1. Its HOMO-LUMO gap (spin up / spin down) is 5.13 / 5.13 eV. Its total charge is +2.

***

# 3
The following is a DFT calculation (ωB97M-V/def2-TZVPD) of an isolated ion of composition C4H9N2 and charge +1 in a non-equilibrium geometry.

```
15
C4H9N2, DFT ωB97M-V/def2-TZVPD
C 0.22 2.63 -0.68
N -0.14 1.68 0.20
C -0.55 0.23 0.32
N -0.89 -0.41 -0.93
C 0.35 -0.87 -0.28
C 0.38 -2.19 0.46
H 0.91 3.35 -0.28
H -0.15 2.63 -1.66
H -0.19 1.97 1.18
H -1.13 0.25 1.17
H -1.56 -1.12 -0.66
H 1.26 -0.45 -0.51
H -0.53 -2.67 0.82
H 1.20 -2.04 1.17
H 0.83 -2.98 -0.32
```

Its multiplicity is 1. Its HOMO-LUMO gap is 8.57 eV. Its total charge is +1. Its SMILES is C=[NH+][C@H]1N[C@@H]1C. Its energy relative to the best compared isomer or geometry (same formula, charge and spin) is 4.052 eV.

***

# 4
The following is a DFT calculation (ωB97M-V/def2-TZVPD) of an isolated ion of composition C5H12N3O and charge +1 in a non-equilibrium geometry.

```
21
C5H12N3O, DFT ωB97M-V/def2-TZVPD
C -1.55 -1.39 -0.62
C -3.25 0.33 -0.26
C -3.83 0.01 1.05
C 2.59 -0.88 -1.14
C 2.35 0.53 0.80
N -2.25 -0.29 -0.74
N 0.39 -0.16 -0.32
N 1.69 -0.59 0.01
O -0.26 -1.38 -0.54
H -2.04 -2.43 -0.68
H -3.49 1.20 -0.80
H -3.44 -0.88 1.40
H -4.92 -0.20 0.79
H -3.78 0.78 1.88
H 2.81 -0.02 -1.87
H 3.55 -0.93 -0.74
H 2.06 -1.76 -1.64
H 2.90 1.15 0.11
H 1.49 1.06 1.22
H 3.06 -0.01 1.44
H 1.66 -1.35 0.69
```

Its multiplicity is 1. Its HOMO-LUMO gap (spin up / spin down) is 7.84 / 7.84 eV. Its total charge is +1. Its energy relative to the best compared isomer or geometry (same formula, charge and spin) is 6.717 eV.

***

# 5
The following is a DFT calculation (ωB97M-V/def2-TZVPD) of one molecule with the formula C4H7N3 in a non-equilibrium geometry.

```
14
C4H7N3, DFT ωB97M-V/def2-TZVPD
C 2.03 0.12 -0.61
C 0.95 0.69 0.36
C -0.41 -0.02 0.42
C -1.62 0.34 -0.15
N -2.43 -0.73 0.09
N -1.80 -1.67 0.78
N -0.59 -1.25 0.99
H 3.02 0.58 -0.44
H 2.21 -0.95 -0.39
H 1.77 0.24 -1.66
H 1.53 0.59 1.27
H 0.70 1.76 0.20
H -1.98 1.20 -0.69
H -3.40 -0.88 -0.18
```

Its multiplicity is 1. Its HOMO-LUMO gap is 10.35 eV. Its SMILES is CCc1c[nH]nn1. Its energy relative to the best compared isomer or geometry (same formula, charge and spin) is 0.949 eV.

***

# 6
The following is a DFT calculation (ωB97M-V/def2-TZVPD) of a 2-piece molecular cluster, C2H7O4P overall in a non-equilibrium geometry.

```
14
C2H7O4P, DFT ωB97M-V/def2-TZVPD
C -1.20 -0.60 -0.30
C 1.65 -0.02 -0.13
O -1.03 -1.57 1.03
O 1.22 0.75 0.87
O 1.65 -1.22 -0.07
O 2.33 0.67 -1.12
P -1.60 1.06 0.14
H -2.08 -1.03 -0.78
H -0.16 -1.81 1.22
H 0.90 1.62 0.61
H -1.22 -1.03 1.84
H 2.74 0.04 -1.75
H -2.56 1.31 -0.78
H -0.64 1.85 -0.77
```

Its multiplicity is 1. Its HOMO-LUMO gap is 7.64 eV. Its energy relative to the best compared isomer or geometry (same formula, charge and spin) is 6.796 eV.

***

# 7
The following is a DFT calculation (ωB97M-V/def2-TZVPD) of one molecule with the formula C15H14N2OS in a non-equilibrium geometry.

```
33
C15H14N2OS, DFT ωB97M-V/def2-TZVPD
N -4.83 1.92 -0.16
C -3.47 2.31 -0.05
O -3.16 3.43 0.32
C -2.47 1.22 -0.41
C -1.30 1.76 -1.27
C -0.45 0.56 -1.64
C -0.85 -0.26 -2.69
C -0.09 -1.36 -2.99
C 1.05 -1.68 -2.30
C 1.46 -0.89 -1.25
C 0.69 0.22 -0.96
S 1.26 1.24 0.40
C 1.89 -0.03 1.50
C 1.73 0.09 2.85
C 2.24 -0.90 3.66
C 2.89 -1.97 3.10
C 3.00 -2.08 1.73
C 2.50 -1.11 0.89
N 2.63 -1.26 -0.52
H -4.94 1.09 0.42
H -5.40 2.65 0.26
H -2.00 0.77 0.47
H -2.95 0.44 -1.00
H -1.67 2.25 -2.18
H -0.72 2.50 -0.73
H -1.77 0.01 -3.22
H -0.43 -2.00 -3.80
H 1.58 -2.58 -2.60
H 1.21 0.96 3.24
H 2.10 -0.79 4.74
H 3.31 -2.75 3.73
H 3.52 -2.95 1.35
H 3.47 -0.83 -0.88
```

Its multiplicity is 1. Its HOMO-LUMO gap is 8.94 eV. Its SMILES is NC(=O)CCc1cccc2c1Sc1ccccc1N2. Its energy relative to the best compared isomer or geometry (same formula, charge and spin) is 0.000 eV.

***

# 8
The following is a DFT calculation (ωB97M-V/def2-TZVPD) of a 2-piece molecular cluster, C3H11N2O overall in a non-equilibrium geometry.

```
17
C3H11N2O, DFT ωB97M-V/def2-TZVPD
C -0.48 0.54 -2.33
C 0.56 -0.09 -1.45
N 0.62 -1.10 2.01
C 0.70 -1.08 0.70
N 0.05 -0.26 -0.08
H -1.41 -0.05 -2.38
H -0.95 1.43 -1.90
H -0.18 0.83 -3.33
H 0.84 -1.08 -1.82
H 1.49 0.46 -1.45
H 0.37 -0.31 2.57
H 0.88 -1.89 2.58
H 1.33 -1.85 0.27
H -0.68 0.36 0.27
H -1.36 1.04 2.83
H -0.89 1.96 1.56
O -0.90 1.08 1.97
```

Its multiplicity is 1. Its HOMO-LUMO gap is 11.44 eV. Its total charge is +1. Its energy relative to the best compared isomer or geometry (same formula, charge and spin) is 0.889 eV.

***

no.,E_tot (a.u.)
1,-4854.5183
2,-2324.6164
3,-266.9504
4,-436.7819
5,-320.8484
6,-722.5679
7,-1162.9610
8,-305.4201